Formula: C2H3Br2N
Source: the OMol25 dataset
Level of theory: ωB97M-V/def2-TZVPD

## Properties
gap between HOMO and LUMO (alpha / beta): 8.3 / 8.5 eV
2S+1: 1
HOMO energy (alpha / beta): -9.230 / -9.757 eV
LUMO (alpha / beta): -0.9 / -1.2 eV

Last column: Mulliken charge in e.
CARTESIAN COORDINATES (ANGSTROEM)
C: 0.029280 -0.436873 -0.367967  0.19
C: 0.132782 0.988030 -0.051420  -0.42
N: -1.074041 -0.843142 -0.786125  -0.54
Br: 1.561395 -1.501602 0.340358  -0.15
Br: 1.777953 1.784215 0.116342  -0.02
H: -0.440414 0.187778 1.634789  0.18
H: -0.689311 1.604652 -0.144433  0.48
H: -1.297647 -1.783056 -0.741541  0.27

Atoms 1-3, force components in eV/Å:
-0.6 -0.1 0.5
1.0 -2.5 3.2
0.7 1.8 -0.4

---

Formula: C2H3Br2NOSi
Source: the OMol25 dataset
Level of theory: ωB97M-V/def2-TZVPD

## Properties
gap between HOMO and LUMO: 7.5 eV
2S+1: 1
HOMO energy: -8.788 eV
LUMO: -1.2 eV

Last column: Mulliken charge in e.
CARTESIAN COORDINATES (ANGSTROEM)
C: -1.874755 -1.838377 -0.123268  0.48
C: 0.977812 0.805212 0.977774  -0.84
N: -2.263778 -2.757268 0.460083  -0.53
O: -1.524739 -0.849744 -0.746842  -0.67
Si: 0.457164 0.689239 -0.801776  0.85
Br: -0.605076 2.325063 -1.754409  -0.10
Br: 1.601467 -0.596593 -2.141608  -0.10
H: 0.537691 -0.133339 1.395320  0.28
H: 2.122111 0.706857 1.197725  0.31
H: 0.572102 1.648949 1.537001  0.34

Atoms 1-3, force components in eV/Å:
0.0 -0.7 0.9
1.5 -1.2 0.5
-0.3 -1.1 0.6

---

What are the relative energy (zero: lowest compared OMol25 entry of this formula, charge and spin) values for these records? In order: 84.1; 44.8 kcal/mol.